Entry 1:
A structure of composition CHBaF3MgNO3S2, computed with ωB97M-V/def2-TZVPD.

Cartesian coordinates (Å):
Ba 1.583 2.529 1.422
N -0.059 -0.344 -0.213
S 1.515 -0.471 -0.524
O 2.348 0.700 0.073
S -0.646 0.720 1.045
O -1.902 1.507 0.055
C 1.991 -1.784 0.738
F 1.376 -2.914 0.437
F 1.632 -1.397 1.956
F 3.300 -1.967 0.705
Mg -2.445 0.416 -2.069
O -4.182 1.064 -1.708
H -4.510 1.940 -1.916

Force components x, y, z for each atom (eV/Å):
Ba 0.3 0.3 -0.1
N 0.6 0.7 -0.3
S -1.0 -0.2 0.6
O -0.5 -0.1 -0.1
S -3.2 0.1 -3.3
O 3.1 -1.8 1.2
C 0.0 0.3 -0.6
F -0.1 0.0 0.0
F -0.1 0.2 0.5
F 0.4 -0.1 0.1
Mg -0.9 1.5 3.0
O 1.2 -0.8 -1.0
H 0.0 0.0 -0.1

* net charge: +1
* HOMO energy: -10.96 eV
* molar mass: 357.8 g mol⁻¹
* ΔE to the lowest compared entry with this formula, charge and spin: 0.0 kcal/mol
* LUMO energy: -4.6 eV
* calculated total energy: -44639.66320 eV

=====

Entry 2:
An isolated molecule of C5H7Br, computed with ωB97M-V/def2-TZVPD.

Cartesian coordinates (Å):
C 0.512 0.526 -1.212
C -0.144 1.139 0.914
C -0.251 0.001 -0.023
C 1.096 0.631 0.148
C -1.018 -1.314 0.109
Br 2.866 -0.112 0.486
H 0.941 -0.276 -1.715
H 0.260 1.393 -1.830
H -0.356 2.175 0.598
H -0.137 0.825 1.994
H -1.613 -1.461 -0.752
H -1.730 -1.267 1.005
H -0.424 -2.260 0.278

Force components x, y, z for each atom (eV/Å):
C -0.7 1.0 0.9
C 1.9 0.3 0.7
C -0.1 -0.5 -0.6
C -0.3 -1.2 0.1
C 0.4 -0.2 2.5
Br -1.1 0.4 0.4
H 0.7 -1.2 -1.4
H -0.2 0.0 0.3
H -0.6 -0.5 0.7
H -0.3 0.8 -1.1
H -0.7 -0.2 -1.0
H 1.0 0.1 -1.2
H -0.2 1.2 -0.3

* net charge: 0
* HOMO energy: -8.90 eV
* molar mass: 147.0 g mol⁻¹
* ΔE to the lowest compared entry with this formula, charge and spin: 36.8 kcal/mol
* LUMO energy: 0.8 eV
* calculated total energy: -75338.22193 eV

=====

Entry 3:
An isolated molecule of C6H10, computed with ωB97M-V/def2-TZVPD.

Cartesian coordinates (Å):
C 1.545 -0.226 0.913
C 0.598 -0.942 -0.025
C -0.884 -0.670 -0.096
C -1.449 0.665 0.396
C -0.164 1.173 -1.390
C 0.005 -0.318 -1.271
H 1.482 -0.640 1.928
H 1.326 0.846 0.979
H 2.583 -0.329 0.568
H 0.823 -2.006 -0.140
H -1.557 -1.527 -0.125
H -2.547 0.693 0.368
H -1.085 1.017 1.371
H 0.623 1.694 -0.807
H -1.260 1.458 -0.468
H -0.038 -0.888 -2.201

Force components x, y, z for each atom (eV/Å):
C 0.0 0.1 0.0
C 0.0 0.0 0.0
C -0.1 0.0 0.0
C 0.1 0.0 -0.1
C 0.3 -0.3 0.1
C -0.1 -0.1 -0.1
H 0.0 0.1 -0.2
H 0.0 -0.2 0.0
H -0.2 0.0 0.1
H -0.1 0.3 0.0
H 0.2 0.2 0.0
H 0.3 0.0 0.0
H -0.1 -0.1 -0.3
H -0.2 -0.1 -0.1
H -0.2 0.0 0.4
H 0.0 0.1 0.3

* net charge: 0
* HOMO energy: -8.24 eV
* molar mass: 82.1 g mol⁻¹
* ΔE to the lowest compared entry with this formula, charge and spin: 113.4 kcal/mol
* LUMO energy: 0.3 eV
* calculated total energy: -6378.94249 eV

=====

Entry 4:
A structure of composition C31H38HgN4, computed with ωB97M-V/def2-TZVPD.

Cartesian coordinates (Å):
Hg -0.249 -0.087 -0.308
N 0.747 -2.777 3.973
N -0.093 -2.485 -1.751
C 1.242 1.982 0.148
C 2.425 1.304 0.590
C 2.175 0.814 1.906
C 2.945 -0.197 2.673
H 3.941 -0.307 2.230
H 2.412 -1.184 2.636
H 3.019 0.058 3.736
C 0.919 1.312 2.348
C 0.418 1.193 3.736
H 1.045 1.784 4.426
H 0.460 0.146 4.081
H -0.613 1.548 3.828
C 0.284 1.955 1.245
C -0.902 2.839 1.360
H -1.765 2.304 1.788
H -1.191 3.256 0.384
H -0.669 3.694 2.026
C 3.654 1.117 -0.225
H 4.405 1.891 0.005
H 3.432 1.190 -1.299
H 4.113 0.137 -0.032
C 1.108 2.805 -1.091
H 0.100 3.244 -1.154
H 1.264 2.185 -1.994
H 1.837 3.637 -1.121
C -0.097 -3.359 4.883
H -0.024 -3.326 5.972
C -1.284 -4.114 4.401
H -1.943 -4.620 5.155
C -1.533 -4.131 3.014
H -2.449 -4.644 2.605
C -0.593 -3.491 2.127
H -0.774 -3.386 1.025
C 0.626 -2.972 2.636
C 1.862 -2.967 1.810
H 2.144 -1.672 1.224
C -0.417 -1.208 -2.095
C 0.465 -3.144 -2.785
H 1.098 -3.993 -2.418
C 0.040 -2.498 -3.936
H 0.164 -2.849 -4.965
N -0.630 -1.401 -3.502
C -0.622 -0.088 -4.173
C 0.576 0.479 -4.664
C 0.531 1.786 -5.243
H 1.408 2.199 -5.768
C -0.631 2.548 -5.154
C -0.721 3.813 -5.932
H -1.242 4.593 -5.373
H -1.275 3.660 -6.869
H 0.272 4.179 -6.202
C -1.715 2.097 -4.405
H -2.584 2.731 -4.249
C -1.722 0.773 -3.872
C -2.815 0.246 -2.962
H -2.782 -0.857 -2.935
H -3.799 0.558 -3.310
H -2.711 0.596 -1.915
C 1.943 -0.169 -4.437
H 1.980 -1.246 -4.674
H 2.292 -0.035 -3.381
H 2.664 0.337 -5.067
C -2.168 -0.902 5.600
C -2.969 -0.982 4.277
C -2.224 -0.577 3.077
N -1.723 -0.335 2.068
H -1.302 -1.573 5.597
H -2.791 -1.179 6.461
H -1.789 0.117 5.751
H -3.333 -2.010 4.112
H -3.868 -0.344 4.342

Force components x, y, z for each atom (eV/Å):
Hg 0.0 0.9 1.1
N -0.5 -0.8 3.1
N 2.0 2.5 2.6
C 0.5 0.0 1.2
C -1.6 -0.2 0.4
C -0.7 0.9 -0.3
C 0.0 0.0 0.4
H 0.0 -0.3 0.3
H 0.9 1.0 0.4
H 0.3 0.2 0.0
C 0.4 0.1 -1.6
C -0.1 -0.3 0.4
H -0.2 -0.1 0.0
H -0.1 0.2 0.0
H 0.1 0.0 0.0
C 1.6 0.2 0.4
C -0.3 0.3 0.2
H 0.1 0.2 -0.2
H -0.1 -0.1 0.3
H -0.2 -0.2 -0.2
C 0.3 -0.2 -0.1
H 0.0 -0.1 -0.1
H 0.1 -0.1 0.1
H 0.0 0.2 -0.1
C 0.0 0.0 -0.3
H 0.3 -0.1 -0.2
H -0.1 0.4 0.1
H -0.2 -0.2 -0.1
C -2.2 -1.3 -3.9
H 0.8 0.5 -0.3
C 1.7 0.8 1.3
H 0.6 0.5 -0.9
C 0.9 0.8 -1.2
H 1.0 0.6 0.4
C -1.9 -0.8 0.3
H 0.2 -0.4 1.1
C 1.0 -0.5 -0.8
C -0.4 3.4 -1.1
H -1.5 -4.3 1.0
C -1.6 -5.6 -2.2
C -1.1 -0.7 0.0
H -0.8 0.4 -1.5
C 1.4 -2.4 -0.2
H -0.2 0.6 0.3
N 1.0 4.7 -0.7
C 0.1 0.3 1.0
C 0.2 0.5 -0.3
C -0.3 -1.2 0.5
H -0.4 -0.3 0.4
C 0.1 -0.4 -0.1
C -0.1 0.6 -0.3
H 0.0 0.1 0.0
H 0.1 0.0 0.1
H -0.1 0.0 0.0
C 0.2 -1.7 0.4
H 0.1 0.0 0.0
C 0.5 0.2 -0.6
C -0.2 -0.1 -0.1
H -0.1 0.7 0.0
H -0.1 0.1 -0.1
H 0.2 -0.1 -0.5
C -0.3 -0.2 0.1
H -0.1 0.5 0.2
H -0.5 -0.2 -0.7
H 0.3 0.1 -0.2
C 0.2 0.2 -0.2
C -0.2 -0.1 0.5
C -0.1 -0.4 -0.2
N -0.7 0.0 0.9
H -0.4 0.3 -0.2
H -0.1 0.1 -0.3
H -0.1 -0.2 0.0
H 0.3 0.3 0.0
H 0.3 -0.1 0.0

* net charge: -2
* HOMO energy (spin up / spin down): 1.30 / 0.22 eV
* molar mass: 667.3 g mol⁻¹
* ΔE to the lowest compared entry with this formula, charge and spin: 101.9 kcal/mol
* LUMO energy (spin up / spin down): 4.3 / 4.3 eV
* calculated total energy: -42888.05760 eV

=====

Entry 5:
A cluster of 2 separate species, C2H6ClPS2 in total, computed with ωB97M-V/def2-TZVPD.

Cartesian coordinates (Å):
C 2.537 -1.000 1.031
C -3.858 0.514 -0.847
P 1.739 -0.353 -0.525
S 1.331 1.691 -0.135
S -4.097 -0.047 0.635
Cl -0.124 -0.930 -0.225
H 1.898 -1.864 1.161
H 3.618 -1.261 0.902
H 2.298 -0.167 1.867
H 1.958 2.158 -1.136
H -4.471 0.388 -1.676
H -2.828 0.871 -1.051

Force components x, y, z for each atom (eV/Å):
C -0.8 2.4 1.0
C 2.7 -0.3 1.5
P 2.1 0.7 -0.8
S -0.7 -0.5 1.9
S -0.5 0.1 -0.1
Cl -1.9 -1.0 0.4
H 0.3 -0.5 0.7
H -1.1 0.4 0.2
H 0.9 -2.3 -1.6
H 1.1 0.7 -1.8
H -1.4 0.0 -1.2
H -0.7 0.2 -0.2

* net charge: 0
* HOMO energy: -8.78 eV
* molar mass: 160.6 g mol⁻¹
* ΔE to the lowest compared entry with this formula, charge and spin: 51.2 kcal/mol
* LUMO energy: -0.3 eV
* calculated total energy: -45652.16745 eV

=====

Entry 6:
A structure of composition C23H60NbO10S, computed with ωB97M-V/def2-TZVPD.

Cartesian coordinates (Å):
C 1.505 0.941 -0.188
C 1.235 1.220 -1.673
Nb -0.072 3.018 -1.950
C -2.103 2.266 -1.722
C -3.242 2.812 -0.858
C -3.350 4.332 -0.918
C -3.100 2.313 0.581
S 2.021 4.543 -1.592
C 3.142 3.943 -0.325
O 1.601 5.839 -1.053
O 2.820 4.563 -2.819
H 2.496 1.281 0.108
H 0.787 1.418 0.491
H 1.464 -0.134 0.023
H 2.176 1.248 -2.224
H 0.675 0.391 -2.124
H -0.273 3.506 -0.158
H -0.571 4.545 -2.813
H 0.250 2.552 -3.720
H -2.385 2.258 -2.790
H -1.918 1.220 -1.418
H -4.188 2.412 -1.253
H -4.297 4.663 -0.481
H -3.307 4.702 -1.945
H -2.536 4.791 -0.352
H -2.040 2.250 0.845
H -3.554 1.329 0.714
H -3.566 3.000 1.293
H 3.908 3.301 -0.758
H 2.568 3.444 0.453
H 3.579 4.853 0.089
C -1.116 -0.245 -7.779
O -2.504 0.020 -7.873
C -3.154 0.081 -6.616
C -3.340 1.501 -6.128
O -2.106 2.127 -5.872
C -1.674 3.042 -6.854
H -0.688 -0.058 -8.763
H -0.631 0.401 -7.045
H -0.932 -1.291 -7.507
H -2.582 -0.479 -5.866
H -4.133 -0.396 -6.725
H -3.905 1.472 -5.189
H -3.926 2.073 -6.859
H -2.258 3.969 -6.816
H -1.745 2.618 -7.861
H -0.637 3.275 -6.622
C -1.917 -0.878 2.259
O -3.193 -0.983 1.655
C -3.225 -1.809 0.509
C -3.825 -3.165 0.805
O -3.033 -3.923 1.703
C -3.489 -3.887 3.040
H -2.061 -0.387 3.221
H -1.467 -1.862 2.416
H -1.242 -0.265 1.653
H -2.219 -1.930 0.093
H -3.842 -1.308 -0.246
H -3.901 -3.732 -0.128
H -4.836 -3.035 1.209
H -4.398 -4.487 3.167
H -3.688 -2.864 3.370
H -2.708 -4.321 3.662
C 9.348 3.464 2.240
O 9.749 3.359 0.889
C 9.276 2.192 0.239
C 8.044 2.450 -0.600
O 6.933 2.822 0.186
C 6.658 4.213 0.184
H 9.583 4.476 2.565
H 8.276 3.289 2.357
H 9.895 2.754 2.872
H 9.054 1.411 0.976
H 10.079 1.829 -0.409
H 7.785 1.528 -1.130
H 8.261 3.220 -1.349
H 6.235 4.527 -0.775
H 7.559 4.798 0.392
H 5.922 4.394 0.964
C -2.896 -8.862 7.563
O -1.692 -8.624 6.863
C -1.859 -8.463 5.466
C -1.857 -7.010 5.049
O -2.967 -6.303 5.572
C -2.665 -5.507 6.700
H -2.675 -8.759 8.624
H -3.673 -8.146 7.285
H -3.269 -9.876 7.378
H -2.792 -8.935 5.137
H -1.028 -8.973 4.972
H -1.914 -6.957 3.957
H -0.920 -6.536 5.362
H -2.084 -4.622 6.417
H -2.107 -6.069 7.453
H -3.614 -5.181 7.124

Force components x, y, z for each atom (eV/Å):
C -0.2 -0.2 0.2
C 0.5 0.6 -0.6
Nb -1.1 -1.1 0.0
C 0.2 0.5 0.7
C -0.2 -0.1 -0.1
C 0.0 0.1 0.1
C 0.0 0.1 0.1
S -0.7 0.2 0.4
C 0.1 0.0 0.2
O 0.1 0.4 0.0
O 0.2 -0.1 -0.2
H 0.0 0.0 0.0
H 0.0 0.0 -0.1
H 0.0 0.0 0.0
H 0.0 0.0 -0.1
H -0.2 0.1 -0.1
H 0.2 0.1 0.2
H 0.8 -0.4 -0.4
H 0.1 0.0 0.0
H 0.2 0.0 -0.1
H 0.1 -0.1 -0.2
H 0.0 0.0 0.0
H 0.0 0.0 0.0
H 0.1 0.0 0.0
H 0.0 0.0 -0.1
H 0.0 0.1 0.0
H 0.1 0.0 0.0
H -0.1 0.0 0.0
H -0.1 -0.1 0.0
H 0.0 0.0 0.0
H 0.1 0.0 0.0
C 0.0 0.0 0.0
O 0.0 0.0 0.0
C 0.0 -0.1 0.0
C -0.1 0.1 -0.1
O 0.0 -0.1 0.1
C 0.0 0.1 0.0
H 0.0 0.0 0.0
H 0.0 0.0 0.0
H 0.0 0.0 0.0
H 0.0 0.0 0.0
H 0.0 0.0 0.0
H 0.0 0.0 0.0
H 0.0 0.0 0.0
H 0.0 0.0 0.0
H 0.0 0.0 0.0
H 0.0 0.0 0.0
C 0.0 0.1 0.0
O -0.1 -0.1 0.1
C 0.1 0.1 -0.1
C -0.1 0.0 0.0
O 0.1 0.0 0.0
C 0.0 0.0 0.0
H 0.0 0.0 0.0
H 0.0 0.0 0.0
H 0.0 0.0 0.0
H 0.0 0.0 0.0
H 0.0 0.0 0.0
H 0.0 0.0 0.0
H 0.0 0.0 0.0
H 0.0 0.0 0.0
H 0.0 0.0 0.0
H 0.0 0.0 0.0
C 0.0 0.0 0.0
O 0.0 0.0 0.0
C 0.0 -0.1 0.1
C -0.1 0.0 -0.1
O 0.0 0.0 0.1
C 0.0 0.0 0.0
H 0.0 0.0 0.0
H 0.0 0.0 0.0
H 0.0 0.0 0.0
H 0.0 0.0 0.0
H 0.0 0.0 0.0
H 0.0 0.0 0.0
H 0.0 0.0 0.0
H 0.0 0.0 0.0
H 0.0 0.0 0.0
H 0.0 0.0 0.0
C 0.0 0.0 0.0
O 0.0 0.1 0.0
C -0.1 -0.1 0.0
C 0.1 0.1 -0.1
O -0.1 -0.1 0.0
C 0.0 0.0 0.0
H 0.0 0.0 0.0
H 0.0 0.0 0.0
H 0.0 0.0 0.0
H 0.0 0.0 0.0
H 0.0 0.0 0.0
H 0.0 0.0 0.0
H 0.0 0.0 0.0
H 0.0 0.0 0.0
H 0.0 0.0 0.0
H 0.0 0.0 0.0

* net charge: -1
* HOMO energy: -4.72 eV
* molar mass: 621.7 g mol⁻¹
* LUMO energy: 2.0 eV
* calculated total energy: -57675.53724 eV